1.
{
  "formula": "C29H26F9IN4O4SW",
  "method": "the ωB97M-V functional and the def2-TZVPD basis",
  "charge": 2,
  "energy_ha": -3302.01216,
  "homo_ev": -14.17,
  "mol_weight_da": 1008.3,
  "e_lumo_ev": -7.43,
  "homo_lumo_gap_ev": 6.740,
  "fmax_ev_per_a": 0.231,
  "de_lowest_kj_mol": 0.0,
  "symbols": ["W", "C", "C", "N", "C", "C", "C", "O", "C", "C", "N", "C", "C", "C", "C", "C", "C", "I", "C", "O", "H", "H", "H", "H", "H", "H", "H", "H", "H", "H", "H", "H", "C", "C", "C", "N", "C", "S", "N", "C", "O", "C", "C", "C", "C", "C", "C", "H", "H", "H", "H", "H", "H", "H", "H", "H", "H", "H", "H", "H", "H", "F", "C", "F", "F", "C", "O", "C", "F", "F", "F", "C", "F", "F", "F"],
  "coordinates": [[-0.51085, -0.71310, 1.46449], [4.10840, -0.02602, 0.38981], [3.44202, 0.64734, 1.54782], [4.16159, 1.43578, 2.34395], [3.57907, 2.05246, 3.36124], [2.23097, 1.94223, 3.70768], [1.74822, 2.66413, 4.93666], [0.33102, 2.77757, 4.92662], [1.46048, 1.12221, 2.88887], [0.01410, 0.79315, 3.03799], [-0.32930, -0.47975, 3.38796], [-0.93562, -0.98440, 4.54739], [-0.85838, -0.32726, 5.76819], [-1.43603, -0.92006, 6.88113], [-2.07287, -2.15142, 6.78981], [-2.16249, -2.81330, 5.57042], [-1.59519, -2.19943, 4.47445], [-1.67514, -2.98966, 2.54473], [2.09314, 0.50541, 1.82610], [1.27806, -0.29445, 1.02144], [5.17033, 0.20199, 0.41832], [3.70553, 0.33395, -0.55928], [3.97715, -1.10904, 0.43342], [4.22809, 2.68795, 3.95559], [2.21922, 3.64845, 4.97081], [2.07755, 2.11443, 5.82606], [0.07074, 3.52005, 5.48124], [-0.67097, 1.59372, 3.29297], [-0.35536, 0.63013, 5.82849], [-1.38373, -0.41586, 7.83616], [-2.51505, -2.60069, 7.66800], [-2.67385, -3.76279, 5.49337], [-0.02231, -3.84872, -5.41285], [0.88995, -2.63057, -5.33094], [1.56119, -2.47735, -3.97443], [0.59179, -2.46364, -2.85467], [0.50065, -1.63842, -1.84437], [-0.39842, -2.25504, -0.45870], [1.05122, -0.42059, -1.80077], [1.44972, 0.49958, -2.84709], [2.39667, 1.19386, -2.61192], [0.61260, 0.56427, -4.06038], [1.20454, 1.06717, -5.21809], [0.45458, 1.18473, -6.37578], [-0.88799, 0.82625, -6.37142], [-1.48457, 0.34545, -5.21185], [-0.73386, 0.20478, -4.05673], [-0.37878, -3.99080, -6.43116], [-0.91150, -3.73758, -4.78640], [0.49794, -4.76363, -5.12011], [0.34083, -1.72311, -5.58017], [1.69688, -2.72131, -6.06057], [2.17285, -1.58232, -3.91925], [2.20968, -3.33468, -3.77865], [0.03868, -3.30734, -2.76849], [1.31914, -0.10580, -0.87306], [2.24536, 1.36280, -5.19610], [0.91168, 1.56680, -7.27811], [-1.47498, 0.92980, -7.27428], [-2.53486, 0.08663, -5.20939], [-1.21210, -0.15072, -3.15327], [-2.03994, 3.58186, -0.46678], [-1.55061, 2.37106, -0.30029], [-0.43149, 2.43713, 0.43397], [-1.21201, 1.85946, -1.48631], [-2.58148, 1.44325, 0.41336], [-1.90426, 0.33206, 0.91822], [-3.64685, 0.89955, -0.58988], [-4.65250, 0.34632, 0.07695], [-3.09086, -0.04726, -1.35420], [-4.09871, 1.87064, -1.36241], [-3.26574, 2.17993, 1.60778], [-4.24010, 2.95980, 1.18216], [-3.74874, 1.28207, 2.46445], [-2.36415, 2.91990, 2.26006]],
  "lowdin_charge": [1.367, 0.006, -0.242, 0.150, -0.053, -0.105, -0.172, -0.066, -0.074, -0.166, -0.178, -0.318, 0.029, -0.023, -0.035, -0.097, -0.558, 1.300, -0.212, -0.310, 0.095, 0.066, 0.093, 0.135, 0.138, 0.137, 0.113, 0.120, 0.114, 0.126, 0.126, 0.119, -0.087, -0.216, -0.124, 0.067, -0.664, 0.619, 0.136, -0.376, 0.158, -0.179, 0.004, -0.038, -0.043, -0.052, -0.050, 0.086, 0.071, 0.085, 0.085, 0.128, 0.118, 0.141, 0.128, 0.095, 0.132, 0.120, 0.120, 0.117, 0.095, 0.235, -0.552, 0.177, 0.187, -0.166, -0.258, -0.565, 0.211, 0.163, 0.224, -0.564, 0.228, 0.192, 0.187]
}

2.
{
  "formula": "C46H60As2N3O2PSW",
  "method": "the ωB97M-V functional and the def2-TZVPD basis",
  "charge": 2,
  "energy_ha": -7381.41611,
  "homo_ev": -12.58,
  "mol_weight_da": 1083.7,
  "e_lumo_ev": -4.84,
  "homo_lumo_gap_ev": 7.745,
  "fmax_ev_per_a": 1.101,
  "de_lowest_kj_mol": 119.4,
  "symbols": ["W", "C", "C", "As", "C", "C", "C", "C", "C", "C", "C", "C", "C", "C", "C", "C", "As", "C", "C", "C", "C", "C", "C", "C", "C", "C", "C", "C", "C", "H", "H", "H", "H", "H", "H", "H", "H", "H", "H", "H", "H", "H", "H", "H", "H", "H", "H", "H", "H", "H", "H", "H", "H", "C", "C", "C", "C", "P", "N", "C", "C", "C", "C", "C", "C", "C", "C", "H", "H", "H", "H", "H", "H", "H", "H", "H", "H", "H", "H", "H", "H", "H", "H", "H", "H", "H", "H", "H", "H", "H", "H", "H", "H", "H", "O", "C", "O", "C", "C", "C", "C", "C", "C", "H", "H", "H", "H", "H", "N", "C", "N", "S", "H", "H", "H", "H"],
  "coordinates": [[-0.30482, -0.31058, 1.21032], [2.01687, -2.00353, -1.73536], [1.54181, -0.56367, -1.89578], [1.81832, 0.50945, -0.27094], [3.75357, 0.39788, -0.20748], [4.45502, 0.89336, -1.30708], [5.83381, 0.77523, -1.35796], [6.51895, 0.16399, -0.31382], [5.82254, -0.32682, 0.77817], [4.43797, -0.20996, 0.83417], [1.50209, 2.29213, -0.94024], [2.36718, 3.33479, -0.61634], [2.11682, 4.61567, -1.08904], [1.01605, 4.85336, -1.90095], [0.16075, 3.81229, -2.23215], [0.38888, 2.53586, -1.73662], [1.17056, -2.83225, -0.15184], [2.68447, -3.06818, 1.06447], [2.43136, -3.06573, 2.43182], [3.44327, -3.35735, 3.33931], [4.71725, -3.66357, 2.88091], [4.96938, -3.69875, 1.51539], [3.95649, -3.40975, 0.61348], [0.95454, -4.71751, -0.57276], [1.26152, -5.70226, 0.35773], [1.01153, -7.03329, 0.05532], [0.44765, -7.38361, -1.16298], [0.12620, -6.39842, -2.08646], [0.36790, -5.06609, -1.78672], [3.09914, -2.06113, -1.61478], [1.76096, -2.57480, -2.62862], [0.47234, -0.51721, -2.11016], [2.08471, -0.07885, -2.71064], [3.93289, 1.38168, -2.12229], [6.37507, 1.16258, -2.21058], [7.59563, 0.07051, -0.35823], [6.35191, -0.81356, 1.58694], [3.90120, -0.61713, 1.67854], [3.25142, 3.14626, -0.01746], [2.79308, 5.42295, -0.84113], [0.83228, 5.84695, -2.28681], [-0.68440, 3.99291, -2.88371], [-0.28952, 1.72801, -1.99422], [1.43080, -2.86845, 2.79896], [3.22604, -3.37053, 4.40160], [5.50337, -3.90941, 3.58276], [5.95288, -3.96649, 1.15225], [4.16701, -3.47676, -0.44743], [1.71077, -5.44892, 1.30937], [1.26261, -7.79916, 0.77685], [0.25802, -8.42339, -1.39186], [-0.31359, -6.66558, -3.03786], [0.10200, -4.30374, -2.51123], [-3.85347, 1.24343, -0.35190], [-3.60110, 2.49510, 0.50747], [-4.94263, 3.13768, 0.88417], [-2.81052, 3.48451, -0.35699], [-2.55950, 2.07922, 1.99698], [-1.34030, 1.07470, 1.51840], [-3.52727, 1.15014, 3.30455], [-4.44194, 2.08226, 4.11374], [-2.58700, 0.40811, 4.27452], [-4.39214, 0.09043, 2.60086], [-1.68825, 3.58502, 2.68314], [-2.62416, 4.77810, 2.91390], [-1.06801, 3.18159, 4.03137], [-0.53809, 4.01074, 1.74638], [-4.14614, 1.58282, -1.34691], [-4.66181, 0.62613, 0.02740], [-2.96106, 0.62878, -0.46795], [-5.43328, 3.42718, -0.04726], [-4.83256, 4.03882, 1.48510], [-5.61106, 2.45144, 1.39795], [-3.31801, 3.56668, -1.31936], [-1.79607, 3.14305, -0.54414], [-2.77379, 4.48233, 0.07339], [-3.88280, 2.75434, 4.76107], [-5.05651, 1.45215, 4.75973], [-5.11846, 2.67008, 3.49740], [-2.29247, 1.02694, 5.11754], [-1.68681, 0.03138, 3.78990], [-3.12327, -0.45334, 4.67284], [-5.21489, 0.52437, 2.04006], [-4.82578, -0.54525, 3.37331], [-3.80557, -0.55226, 1.94176], [-3.47575, 4.53457, 3.54593], [-2.99036, 5.21137, 1.98592], [-2.05139, 5.55353, 3.42659], [-1.81803, 3.01390, 4.79942], [-0.44275, 4.00841, 4.37151], [-0.44819, 2.28617, 3.95260], [-0.85443, 4.74286, 1.00774], [-0.08636, 3.17755, 1.20546], [0.23270, 4.49205, 2.35295], [-1.55796, -1.97032, 1.56261], [-2.03334, -1.95808, 0.36046], [-1.49559, -1.09057, -0.40821], [-3.07059, -2.86537, -0.07316], [-3.60909, -2.73561, -1.35649], [-4.61265, -3.59417, -1.76133], [-5.07202, -4.58015, -0.89491], [-4.53199, -4.71360, 0.37901], [-3.53232, -3.85627, 0.79753], [-3.23327, -1.96582, -2.01701], [-5.03969, -3.50245, -2.75036], [-5.85590, -5.25238, -1.21679], [-4.89410, -5.48812, 1.04081], [-3.09754, -3.94607, 1.78362], [2.43425, 1.94764, 2.70639], [2.37529, 0.76155, 3.31139], [3.44765, 0.26635, 3.91150], [0.89698, -0.15074, 3.37307], [3.18700, 2.59828, 2.87676], [1.58744, 2.31271, 2.29618], [4.25862, 0.83114, 4.11820], [3.35676, -0.61755, 4.38778]],
  "lowdin_charge": [1.055, -0.387, -0.420, 1.205, -0.374, -0.107, -0.053, -0.054, -0.068, -0.128, -0.405, -0.124, -0.061, -0.058, -0.076, -0.127, 1.324, -0.426, -0.179, -0.090, -0.068, -0.071, -0.108, -0.370, -0.095, -0.063, -0.065, -0.071, -0.118, 0.056, 0.075, 0.054, 0.083, 0.110, 0.116, 0.116, 0.110, 0.067, 0.098, 0.114, 0.116, 0.116, 0.105, 0.061, 0.111, 0.112, 0.116, 0.110, 0.098, 0.112, 0.112, 0.111, 0.097, -0.065, -0.590, -0.057, -0.077, 1.061, -0.362, -0.581, -0.059, -0.079, -0.064, -0.585, -0.057, -0.077, -0.084, 0.099, 0.076, 0.051, 0.106, 0.076, 0.071, 0.102, 0.047, 0.074, 0.071, 0.107, 0.072, 0.078, -0.004, 0.099, 0.070, 0.102, 0.070, 0.074, 0.071, 0.105, 0.068, 0.099, 0.042, 0.079, 0.036, 0.094, -0.175, -0.622, -0.200, -0.156, -0.003, -0.051, -0.042, -0.048, 0.004, 0.121, 0.114, 0.117, 0.116, 0.125, 0.147, -0.819, 0.146, 0.634, 0.137, 0.057, 0.138, 0.103]
}

3.
{
  "formula": "C5H8N2O",
  "method": "the ωB97M-V functional and the def2-TZVPD basis",
  "energy_ha": -379.91578,
  "homo_ev": -8.66,
  "mol_weight_da": 112.1,
  "e_lumo_ev": 0.47,
  "homo_lumo_gap_ev": 9.127,
  "fmax_ev_per_a": 6.596,
  "de_lowest_kj_mol": 452.6,
  "symbols": ["C", "C", "C", "C", "C", "H", "H", "H", "H", "H", "H", "H", "H", "N", "N", "O"],
  "coordinates": [[-2.12814, 1.14259, -0.33323], [0.15495, 0.05683, -0.57430], [0.44393, -1.39507, 1.51215], [1.39200, 0.00135, -1.06487], [2.64743, -0.26042, -0.46356], [-1.63294, 1.78024, 0.49513], [-2.96951, 1.78854, -0.84407], [-2.74555, 0.42333, 0.38571], [-0.50043, 1.75851, -1.50813], [1.43200, -0.94160, 1.64032], [-0.32737, -1.45960, 2.42169], [0.50200, -2.42504, 1.17711], [1.38963, 0.16547, -2.09336], [-1.01385, 0.55964, -1.25317], [3.61373, -0.73240, -0.03816], [-0.25789, -0.46236, 0.54073]],
  "lowdin_charge": [-0.154, -0.471, 0.038, -0.081, -0.253, 0.081, 0.097, 0.096, 0.251, 0.071, 0.136, 0.080, 0.087, -0.011, 0.128, -0.094]
}